(1)
Below is C35H60Cl3F2MnN4O4PS2Si as an isolated structure, with properties calculated with ωB97M-V/def2-TZVPD.

Properties
HOMO-LUMO gap (alpha / beta) in eV: 7.4 / 8.0
Energy above the lowest of the compared OMol25 structures with the same formula, charge and spin in kcal/mol: 0.00

```
! wB97M-V def2-TZVPD RIJCOSX def2/J DEFGRID3
* xyz 0 6
Mn 0.02 -0.71 -1.33
C -0.98 3.29 2.18
C -0.38 1.90 1.74
C 1.12 1.91 1.74
C -0.94 0.89 2.78
O -0.84 1.50 0.44
Si -1.29 2.33 -0.88
S -1.30 0.93 -2.51
O -2.77 2.99 -0.60
C -4.19 2.74 -0.51
C -4.53 2.25 0.90
C -4.87 4.06 -0.74
C -4.76 1.83 -1.61
O -0.28 3.60 -1.03
C -0.33 4.89 -1.63
C 1.09 5.31 -1.72
C -1.05 4.86 -2.94
C -1.10 5.78 -0.61
H -0.63 3.40 3.19
H -2.07 3.29 2.18
H -0.59 4.11 1.58
H 1.52 2.14 2.78
H 1.49 2.81 1.12
H 1.55 1.01 1.33
H -0.80 1.19 3.86
H -0.57 -0.13 2.62
H -2.02 0.83 2.66
H -4.11 2.90 1.70
H -4.07 1.23 1.01
H -5.62 2.16 0.93
H -4.47 4.88 -0.03
H -5.91 3.94 -0.56
H -4.74 4.43 -1.75
H -4.31 0.75 -1.45
H -4.55 2.02 -2.66
H -5.83 1.74 -1.64
H 1.70 4.45 -2.09
H 1.49 5.65 -0.78
H 1.26 6.20 -2.40
H -0.51 4.19 -3.62
H -1.12 5.87 -3.40
H -2.02 4.44 -2.79
H -0.56 5.99 0.33
H -2.03 5.29 -0.41
H -1.32 6.74 -1.04
F 1.91 -1.13 1.09
C 1.94 -1.05 -0.37
F 3.07 -0.22 -0.54
H 2.25 -2.01 -0.70
N -0.32 -3.87 -2.26
N -0.01 -2.54 -2.71
H -0.52 -4.44 -3.03
H -1.12 -3.78 -1.64
H -0.60 -2.25 -3.48
H 0.97 -2.41 -3.04
C 3.42 -2.45 -3.80
C 3.67 -0.94 -3.82
P 2.06 -0.05 -3.43
C 1.25 0.13 -5.14
C 1.95 1.12 -6.09
C 2.47 1.70 -3.12
C 3.82 2.23 -3.64
H 4.28 -3.03 -4.20
H 2.53 -2.65 -4.44
H 3.17 -2.89 -2.81
H 4.03 -0.62 -4.87
H 4.43 -0.59 -3.07
H 0.23 0.50 -5.03
H 1.21 -0.81 -5.70
H 1.99 2.14 -5.60
H 1.41 1.38 -6.99
H 3.03 0.84 -6.25
H 2.41 1.95 -2.02
H 1.65 2.27 -3.59
H 4.62 1.68 -3.12
H 3.94 3.28 -3.38
H 3.93 2.13 -4.70
Cl 1.51 1.28 6.37
C 1.13 -0.30 5.61
C 1.74 -0.71 4.47
C 1.27 -1.89 3.83
C 0.32 -2.72 4.41
C -0.19 -3.90 3.65
C -1.66 -3.77 3.23
N -1.84 -2.84 2.07
C -2.91 -2.05 1.79
C -2.67 -1.40 0.62
N -1.44 -1.82 0.14
C -0.96 -2.64 1.05
O -0.06 -5.14 4.38
C 1.31 -5.54 4.34
C 1.72 -6.05 2.98
C 2.67 -5.48 2.18
Cl 3.49 -4.01 2.38
S 3.00 -6.36 0.75
C 1.85 -7.57 1.29
C 1.34 -7.31 2.50
C -0.12 -2.34 5.67
Cl -1.12 -3.35 6.66
C 0.23 -1.12 6.26
H 2.50 -0.14 4.04
H 1.74 -2.01 2.86
H 0.35 -4.06 2.75
H -2.27 -3.45 4.07
H -1.95 -4.78 2.89
H -3.76 -1.94 2.47
H -3.39 -0.82 0.05
H -0.04 -3.16 0.84
H 1.36 -6.28 5.12
H 1.93 -4.66 4.57
H 1.71 -8.45 0.68
H 0.57 -7.94 3.00
H -0.16 -0.78 7.17
*
```



(2)
Below is a 5-piece molecular cluster, H10O5 overall, with properties calculated with ωB97M-V/def2-TZVPD.

Properties
HOMO-LUMO gap in eV: 11.7
SMILES string: O.O.O.O.O
Energy above the lowest of the compared OMol25 structures with the same formula, charge and spin in kcal/mol: 29.13

```
! wB97M-V def2-TZVPD RIJCOSX def2/J DEFGRID3
* xyz 0 1
O -2.91 -1.33 -1.62
H -3.47 -1.92 -1.12
H -3.29 -1.30 -2.49
O -3.81 2.27 1.27
H -3.44 1.56 0.73
H -3.53 2.05 2.16
O 1.10 -1.25 2.63
H 1.64 -0.61 3.10
H 1.41 -1.21 1.73
O 1.24 -0.38 -1.27
H 0.30 -0.56 -1.26
H 1.56 -0.82 -2.05
O 4.54 1.46 -0.39
H 5.04 0.78 -0.84
H 3.63 1.26 -0.58
*
```



(3)
Below is C56H53AsKNO4P as an isolated structure, with properties calculated with ωB97M-V/def2-TZVPD.

Properties
HOMO-LUMO gap in eV: 5.3

```
! wB97M-V def2-TZVPD RIJCOSX def2/J DEFGRID3
* xyz -1 1
K 0.58 0.44 -1.68
O -1.23 0.92 -3.66
C -1.39 2.32 -3.96
C -0.55 3.21 -3.04
O -0.98 4.37 -3.11
O 0.37 2.75 -2.31
C -0.92 2.46 -5.38
C -0.25 1.43 -6.11
C 0.05 1.64 -7.47
C -0.18 2.86 -8.11
C -0.81 3.87 -7.35
C -1.13 3.68 -5.97
C -2.88 2.62 -3.72
C -3.79 2.63 -4.81
C -5.14 2.62 -4.51
C -5.64 2.68 -3.24
C -4.75 2.81 -2.18
C -3.40 2.70 -2.40
H -2.04 0.49 -4.03
H -0.02 0.43 -5.72
H 0.54 0.84 -7.98
H 0.13 3.01 -9.15
H -0.94 4.84 -7.74
H -1.62 4.41 -5.37
H -3.46 2.62 -5.84
H -5.91 2.66 -5.29
H -6.71 2.72 -3.13
H -5.07 3.12 -1.19
H -2.65 2.60 -1.58
O 2.71 -1.07 -1.09
P 3.91 -1.99 -0.92
C 4.00 -2.97 0.57
C 3.99 -4.37 0.60
C 3.73 -5.02 1.79
C 3.39 -4.34 2.99
C 3.46 -2.93 2.96
C 3.85 -2.27 1.79
C 4.12 -3.15 -2.29
C 5.32 -3.76 -2.62
C 5.32 -4.68 -3.66
C 4.18 -4.81 -4.45
C 2.93 -4.46 -3.89
C 2.92 -3.50 -2.86
C 5.38 -0.86 -0.96
C 5.56 -0.13 -2.14
C 6.49 0.90 -2.22
C 7.13 1.42 -1.13
C 7.10 0.57 -0.01
C 6.36 -0.61 0.01
H 4.29 -4.95 -0.28
H 3.63 -6.08 1.75
H 3.19 -4.92 3.92
H 3.29 -2.34 3.85
H 3.98 -1.19 1.79
H 6.17 -3.60 -1.98
H 6.21 -5.22 -3.92
H 4.20 -5.25 -5.48
H 1.95 -4.79 -4.22
H 2.04 -3.05 -2.54
H 4.87 -0.28 -2.96
H 6.80 1.27 -3.16
H 7.70 2.33 -1.15
H 7.67 0.91 0.86
H 6.48 -1.32 0.81
C 0.10 -1.39 7.50
C -0.20 -0.87 6.14
C -1.40 -1.11 5.43
C -1.69 -0.58 4.19
C -2.85 -1.15 3.43
C -0.72 0.27 3.57
As -1.09 1.27 1.91
N -1.33 0.06 0.53
C -0.91 -1.23 0.50
C -1.73 -2.05 -0.37
C -1.51 -3.39 -0.43
C -0.47 -3.95 0.34
C 0.24 -3.16 1.24
C 0.13 -1.77 1.26
C -3.01 1.80 2.55
C -3.12 2.58 3.77
C -1.98 2.75 4.75
C -4.31 3.13 4.18
C -5.44 3.06 3.32
C -6.64 4.01 3.57
C -5.34 2.26 2.20
C -4.14 1.62 1.75
C -4.24 0.79 0.48
C 0.51 0.51 4.22
C 1.66 1.24 3.62
C 0.71 -0.01 5.52
H 0.79 -2.27 7.43
H -0.78 -1.68 8.08
H 0.69 -0.68 8.08
H -2.10 -1.79 5.83
H -2.90 -2.20 3.48
H -2.82 -0.75 2.41
H -3.82 -0.76 3.89
H -2.63 -1.53 -0.70
H -2.06 -4.09 -1.04
H -0.22 -4.97 0.31
H 0.88 -3.75 1.92
H 0.71 -1.13 1.95
H -1.94 1.90 5.50
H -2.15 3.74 5.19
H -0.96 2.85 4.31
H -4.32 3.74 5.08
H -7.01 4.33 2.59
H -6.23 4.94 4.01
H -7.45 3.56 4.18
H -6.18 2.06 1.54
H -5.29 0.92 0.05
H -4.09 -0.28 0.68
H -3.40 1.07 -0.18
H 1.42 2.10 2.97
H 2.26 0.61 2.92
H 2.36 1.58 4.48
H 1.45 0.51 6.15
*
```



Maximum force (computed, eV/A): 3.56, 0.38, 3.25